No. 1
Entry from the OMol25 dataset: C2H2ClOP as an isolated structure in a non-equilibrium geometry (wB97M-V/def2-TZVPD).

Structure (XYZ):
```
7
Properties=species:S:1:pos:R:3:forces:R:3
C 1.65771 0.09353 -0.11133 -0.932 4.911 -0.199
C -1.98911 0.96608 -0.04916 1.576 -0.049 -0.343
O 2.28438 -0.87492 -0.01593 0.005 -1.514 0.134
P -0.40972 0.13258 0.03137 0.552 -0.157 -0.058
Cl -3.11955 -0.34448 -0.02637 -0.221 0.026 0.258
H 2.11060 1.19258 -0.26095 -0.811 -2.143 0.159
H -0.53432 -1.16538 0.43237 -0.169 -1.075 0.048
```
Forces are in eV/Å.

The value obtained for the HOMO energy is -9.1 eV. As for the charge: 0. The calculation puts the relative energy (zero: lowest compared OMol25 entry of this formula, charge and spin) at 383.3 kJ/mol. The frontier orbital gap comes out at 8.07 eV. The spin multiplicity is 1. As for the LUMO energy: -1.04 eV.

Charges obtained by Mulliken population analysis, quoted in units of e:
1. C 0.070
2. C -0.240
3. O -0.284
4. P 0.227
5. Cl -0.084
6. H 0.282
7. H 0.028


No. 2
Entry from the OMol25 dataset: a 2-piece molecular cluster, C4H11FP overall in a non-equilibrium geometry (wB97M-V/def2-TZVPD).

Structure (XYZ):
```
17
Properties=species:S:1:pos:R:3:forces:R:3
C -1.54514 -0.09492 0.92646 1.159 -1.441 -0.717
C 0.22578 -1.29145 -1.07511 3.172 0.502 0.958
C 1.46776 -0.08157 1.18863 0.199 -0.219 1.590
C -0.09568 1.70834 -0.85598 -3.135 -2.152 -0.707
F 0.91236 2.27542 -1.40006 1.303 0.711 -0.461
P 0.06208 0.12666 0.01676 0.519 -1.725 0.711
H -1.43579 0.18680 1.96010 -0.365 1.494 0.131
H -1.72970 -1.17919 1.15813 0.279 0.596 -1.153
H -2.30201 0.29445 0.22965 -0.166 0.112 0.974
H -0.31287 -1.07421 -1.92775 -2.237 -0.590 -1.479
H 0.12429 -2.14993 -0.40818 -0.572 -0.269 -0.718
H 1.24816 -1.34910 -1.55033 -0.570 0.212 0.984
H 1.72415 0.93183 1.58608 -0.352 -0.908 0.190
H 2.46002 -0.52391 0.87345 -1.442 0.447 -0.448
H 1.07914 -0.80693 2.02389 0.641 1.612 -1.330
H -1.01591 0.67045 -2.36547 0.983 1.808 2.201
H -0.86665 2.35727 -0.38028 0.582 -0.189 -0.728
```
Forces are in eV/Å.

The value obtained for the HOMO energy (spin up / spin down) is -14.7 / -14.3 eV. As for the charge: +1. The calculation puts the relative energy (zero: lowest compared OMol25 entry of this formula, charge and spin) at 255.0 kJ/mol. The frontier orbital gap (spin up / spin down) comes out at 9.38 / 9.22 eV. The spin multiplicity is 1. As for the LUMO energy (spin up / spin down): -5.30 / -5.10 eV.

Mulliken atomic charge list, values in e, 8 entries:
1. C -1.184
2. C -1.144
3. C -1.102
4. C -0.424
5. F -0.172
6. P 1.067
7. H 0.423
8. H 0.402


No. 3
Entry from the OMol25 dataset: a 14-piece molecular cluster, C4H35NO13 overall in a non-equilibrium geometry (wB97M-V/def2-TZVPD).

Structure (XYZ):
```
53
Properties=species:S:1:pos:R:3:forces:R:3
N -0.12260 -1.72386 2.14234 0.954 -2.698 0.267
C 0.64310 -0.72969 1.47169 0.615 -0.938 -0.397
C -0.22228 0.28031 -2.23987 0.599 6.194 0.496
C 0.39259 0.12516 -0.89800 4.692 -0.231 -3.279
C -0.08889 -0.34554 0.22855 -4.320 -2.031 4.481
H 0.14109 -2.67395 1.75728 -0.801 1.361 0.646
H -0.08492 -1.79843 3.17475 0.277 0.558 -0.993
H 1.63363 -1.16921 1.04779 -1.075 0.519 0.553
H 0.93653 0.00932 2.18442 0.407 0.984 -0.068
H 0.56740 1.02735 -2.88013 -2.343 -1.748 1.819
H -0.21716 -0.57476 -2.84975 -0.466 -1.488 -0.457
H -1.27928 0.89201 -2.09724 2.652 -2.313 -1.051
H 1.55764 0.14938 -0.74685 -2.026 0.503 -1.126
H -1.17982 -0.68879 0.41753 1.753 0.734 -1.030
H -1.34653 2.62673 -1.69169 0.192 1.839 -1.542
H -0.48321 3.81866 -1.64000 -0.049 0.262 -0.749
O -1.01849 3.35722 -2.31887 -0.174 -1.580 2.418
H 1.50781 2.29151 2.48944 1.293 0.495 0.040
H 2.97728 2.17543 2.12731 3.000 -2.961 -1.274
O 2.38973 2.74235 2.48277 -3.828 2.598 2.550
H 3.67725 -3.39320 -0.40571 1.183 -3.446 0.417
H 4.22076 -2.10277 -1.01623 0.584 -0.093 -0.428
O 3.51841 -2.51034 -0.52365 -1.698 3.589 0.165
H -1.78831 -2.88296 0.22423 0.431 -0.114 0.113
H -1.97919 -2.73876 1.79632 0.995 0.724 0.959
O -2.33540 -3.05730 0.99564 -1.624 -1.015 -1.566
H -2.97884 -1.13206 0.80505 -0.917 -0.151 0.476
H -4.11889 -0.93145 1.82712 -1.149 -0.959 0.563
O -3.40887 -0.49787 1.40377 1.654 1.371 -0.778
H 1.51263 4.11219 1.45582 -0.363 -0.236 -1.177
H 0.30881 3.21115 1.06526 1.645 1.917 -1.235
O 0.98917 3.88333 0.64514 -1.358 -0.401 1.444
H -2.99961 -1.52229 -1.59535 -0.109 -1.456 -0.176
H -3.94894 -0.44695 -2.21602 0.777 -0.275 0.645
O -3.14624 -0.59314 -1.66943 -0.735 1.813 -0.404
H 3.45088 -0.36649 0.75698 -0.369 3.664 1.051
H 3.24164 1.35872 0.59162 0.150 -2.043 0.132
O 3.20831 0.56231 1.21224 0.616 -1.931 -2.074
H -2.11881 -3.98795 -1.98303 0.507 0.093 -0.742
H -1.44017 -2.55381 -2.59467 -0.844 -1.885 0.855
O -1.99145 -3.03811 -1.91871 0.248 1.696 -0.026
H -1.07248 2.52086 2.43853 -1.205 0.772 0.891
H -0.69460 1.46999 1.45380 -0.362 0.253 -0.264
O -0.32896 2.19162 1.97453 0.976 -1.337 0.485
H -2.92013 1.65931 0.66485 -0.170 0.079 0.002
H -2.08334 1.00341 -0.36202 -0.494 -0.122 -0.304
O -2.12881 1.82936 0.13286 -0.063 -0.436 -0.095
H 3.03004 3.35295 -1.29542 1.509 0.840 -0.885
H 1.94587 3.07355 -0.51607 -3.663 2.247 5.195
O 2.32749 2.73773 -1.23475 2.385 -3.429 -4.508
H 0.94204 -4.14618 -2.14426 -0.071 2.209 3.507
H 1.62144 -3.28531 -0.87623 0.471 -0.141 -0.644
O 0.78475 -3.57075 -1.25367 -0.285 -1.856 -2.898
```
Forces are in eV/Å.

The value obtained for the HOMO energy (spin up / spin down) is -12.8 / -12.8 eV. As for the charge: +1. Its expectation value of S² is 0.756. The frontier orbital gap (spin up / spin down) comes out at 9.35 / 4.77 eV. The spin multiplicity is 2. As for the LUMO energy (spin up / spin down): -3.49 / -8.07 eV.

Mulliken atomic charge list, values in e, 8 entries:
1. N -0.535
2. C 0.187
3. C -1.103
4. C -0.155
5. C 1.185
6. H 0.368
7. H 0.232
8. H 0.075


No. 4
Entry from the OMol25 dataset: C12H35KO10S2 as an isolated structure in a non-equilibrium geometry (wB97M-V/def2-TZVPD).

Structure (XYZ):
```
60
Properties=species:S:1:pos:R:3:forces:R:3
K 0.21488 0.13886 -0.00395 -0.531 -0.104 -0.398
C -0.68504 1.11384 -3.59276 -1.048 -0.983 -0.123
C -1.87057 0.11872 -3.29363 -0.119 0.719 0.947
C -1.86583 -1.11830 -4.14906 0.132 -0.814 -0.311
O -2.04597 -0.12998 -1.90903 0.973 -0.128 -0.685
H -0.46096 1.22341 -4.65384 -0.093 -0.286 -0.266
H 0.20441 0.69376 -3.12317 0.198 0.462 0.294
H -0.99962 2.11029 -3.28255 0.464 -0.077 0.601
H -2.74959 0.59169 -3.73150 -0.566 0.793 0.344
H -0.97827 -1.74642 -4.07292 0.209 -0.044 0.067
H -2.03760 -0.85291 -5.19221 0.335 0.096 -0.227
H -2.73307 -1.72980 -3.89989 -0.014 -0.098 0.301
C -2.28376 -3.60980 -1.25395 0.565 0.209 0.429
O -1.23829 -2.66196 -0.99418 -0.322 -1.359 0.115
H -2.43631 -3.86806 -2.30187 0.516 0.050 -0.280
H -1.98198 -4.49822 -0.69922 -0.364 -0.167 -0.073
H -3.26655 -3.26101 -0.93687 0.015 0.127 0.453
H -1.54050 -1.82714 -1.35937 -0.419 1.595 -0.752
C -2.80364 -0.70897 1.63710 0.338 0.533 -0.866
O -2.51730 0.46372 0.88609 0.432 0.845 0.947
H -2.38545 -0.53188 2.62799 -0.143 -0.250 0.036
H -3.88109 -0.86545 1.68910 -0.045 -0.225 0.115
H -2.29701 -1.53840 1.14367 -0.194 -0.446 0.336
H -2.53714 0.34365 -0.06616 -0.329 -0.532 -1.072
C 3.73633 -0.91586 0.66149 1.711 2.203 0.402
O 2.77773 -1.34601 -0.21038 -1.267 -1.240 -0.306
H 3.80676 0.15874 0.49302 0.370 0.191 -0.049
H 3.55954 -0.96446 1.73596 -0.435 -0.737 0.157
H 4.70143 -1.35008 0.40049 0.238 -0.007 0.321
H 2.86222 -2.30052 -0.15250 -0.789 -0.297 -0.473
O 0.25107 4.17314 1.52148 0.906 -0.409 -3.941
S 0.77746 4.12228 0.11501 0.803 0.282 1.420
O 0.85153 2.86471 -0.67830 -0.433 2.973 1.946
O 0.08981 5.27692 -0.83147 0.316 -1.513 0.740
C -0.56490 6.39774 -0.19795 -0.240 1.164 -0.044
C -0.45272 7.64293 -1.08012 0.080 0.517 0.050
C 2.50405 4.84783 0.24215 -0.488 -0.412 -0.462
H -0.10522 6.62545 0.76378 0.065 -0.261 0.030
H -1.62179 6.19324 -0.02684 0.128 -0.423 -0.005
H -1.03690 7.65431 -2.00029 0.257 -0.628 -0.127
H 0.57523 7.95133 -1.27075 0.125 -0.445 -0.264
H -0.84626 8.52166 -0.56917 -0.231 -0.200 0.573
H 2.95006 5.03066 -0.73546 -0.345 -0.545 -0.231
H 3.10772 4.13128 0.79913 -0.171 0.007 -0.012
H 2.55373 5.82782 0.71676 -0.709 -0.219 0.401
O 0.34874 -1.26790 2.36453 0.177 -2.557 1.164
S 0.45772 -2.58064 3.02848 -0.696 -0.795 -0.351
O -0.73911 -3.37020 3.43819 2.879 2.149 -0.790
O 1.37206 -3.52429 2.04595 -0.339 1.870 0.960
C 1.44374 -4.96264 2.25423 -1.145 0.497 -1.765
C 0.42660 -5.49864 1.19745 0.362 -0.951 1.483
C 1.67412 -2.42540 4.41605 -1.700 -0.757 -1.141
H 1.24349 -5.21985 3.29434 -0.236 -0.110 -0.145
H 2.47884 -5.18716 1.99686 -0.092 -0.241 0.111
H 0.74844 -5.33775 0.16855 0.013 0.214 0.224
H -0.56366 -5.08587 1.39011 0.217 0.382 -0.138
H 0.28704 -6.56566 1.37094 0.193 -0.253 -0.235
H 1.08923 -2.01126 5.23733 0.514 0.350 -0.007
H 2.52746 -1.88605 4.00493 -0.241 0.143 0.396
H 1.90460 -3.46942 4.62817 0.217 0.145 0.173
```
Forces are in eV/Å.

The value obtained for the HOMO energy is -6.6 eV. As for the charge: 0. The frontier orbital gap comes out at 6.52 eV. The spin multiplicity is 1. As for the LUMO energy: -0.11 eV.

Mulliken atomic charge list, values in e, 8 entries:
1. K 0.875
2. C -1.027
3. C 0.396
4. C -1.433
5. O -0.885
6. H 0.408
7. H 0.147
8. H 0.195


No. 5
Entry from the OMol25 dataset: a 2-piece molecular cluster, C13H25F3N2O4S overall (wB97M-V/def2-TZVPD).

Structure (XYZ):
```
48
Properties=species:S:1:pos:R:3:forces:R:3
C 2.04663 2.42522 0.71012 0.229 -0.148 0.103
C 3.06178 2.58908 -0.43200 -0.320 -0.108 0.064
C 2.82432 1.67752 -1.64079 0.045 0.193 -0.088
O 3.76069 0.59178 -1.74706 -0.154 -0.103 -0.088
C 3.64579 -0.36543 -0.76318 0.128 0.055 0.066
N 2.40597 -1.14724 -0.90885 0.059 -0.434 0.147
C 1.33501 -0.94853 -0.23589 0.049 0.165 0.158
C 0.24337 -1.85286 -0.63794 -0.271 0.036 -0.493
C -0.86543 -1.98628 0.38412 -0.452 0.181 0.298
C -2.27537 -1.90005 -0.22253 0.261 0.061 -0.216
C -2.71205 -0.44664 -0.39140 -0.145 -0.069 -0.001
C -4.09708 -0.30652 -1.03599 0.097 0.077 0.072
N -4.34365 0.93607 -1.75506 -0.281 -0.054 -0.058
C 1.02077 -3.03069 -1.25913 0.447 0.649 -0.222
C 2.24196 -2.29161 -1.84467 0.134 -0.358 -0.061
H 1.92736 3.35141 1.26979 -0.058 -0.003 -0.035
H 2.36595 1.68166 1.44549 -0.076 -0.046 -0.045
H 1.06150 2.12284 0.34853 -0.030 0.145 0.033
H 4.07514 2.40462 -0.06840 0.047 0.185 -0.068
H 3.02166 3.61886 -0.78815 0.107 -0.011 -0.002
H 1.79554 1.29641 -1.64522 0.042 -0.058 0.030
H 2.94956 2.21987 -2.57540 0.102 -0.017 0.017
H 3.64103 0.04105 0.25298 -0.080 0.079 -0.050
H 4.48213 -1.05414 -0.86811 -0.016 -0.008 -0.030
H 1.26291 -0.18334 0.53703 -0.050 0.020 -0.026
H -0.19002 -1.32501 -1.51212 -0.038 0.122 0.131
H -0.75577 -1.10447 1.02109 -0.146 -0.325 0.360
H -0.76427 -2.87235 1.01246 0.223 -0.023 -0.084
H -2.97978 -2.42187 0.42606 -0.024 0.001 -0.046
H -2.28717 -2.38805 -1.20774 -0.116 -0.170 0.111
H -1.98370 0.10363 -1.00490 0.005 -0.058 -0.001
H -2.72901 0.01027 0.60007 0.136 0.120 -0.075
H -4.27661 -1.13813 -1.72509 -0.008 0.046 -0.021
H -4.85093 -0.37725 -0.24869 -0.023 -0.131 -0.054
H -3.75731 1.02787 -2.57325 0.108 0.065 0.100
H -4.22613 1.74567 -1.16041 0.101 -0.009 -0.031
H 0.45135 -3.51290 -2.04837 0.017 -0.277 0.174
H 1.39077 -3.73165 -0.51074 -0.376 -0.126 0.050
H 3.15449 -2.88621 -1.84528 0.024 0.068 0.042
H 2.07582 -1.94832 -2.86764 -0.039 0.284 0.116
C -1.84042 2.25449 3.52358 -0.018 0.006 -0.037
F -2.24463 2.75910 2.34368 0.002 -0.005 -0.048
F -0.77955 2.97078 3.92037 0.068 0.018 0.005
F -2.82185 2.45488 4.40555 -0.031 -0.012 0.031
S -1.42645 0.46743 3.37083 0.024 -0.054 -0.185
O -0.36581 0.48851 2.35852 0.131 0.036 -0.011
O -2.66399 -0.11806 2.89902 0.083 -0.004 -0.007
O -1.00457 0.09858 4.69465 0.082 0.001 -0.021
```
Forces are in eV/Å.

The value obtained for the HOMO energy is -8.8 eV. As for the charge: 0. The frontier orbital gap comes out at 7.50 eV. The spin multiplicity is 1. As for the LUMO energy: -1.27 eV.

Mulliken atomic charge list, values in e, 8 entries:
1. C -0.878
2. C -0.593
3. C -0.258
4. O -0.432
5. C -0.500
6. N 0.224
7. C -0.676
8. C 0.519


No. 6
Entry from the OMol25 dataset: an isolated ion of composition C4H7N2 and charge +1 in a non-equilibrium geometry (wB97M-V/def2-TZVPD).

Structure (XYZ):
```
13
Properties=species:S:1:pos:R:3:forces:R:3
C -1.94318 0.06220 0.06305 0.128 -0.474 0.461
C -0.45188 0.00335 0.08373 0.019 0.987 -0.970
C 0.33711 0.88528 -0.59423 0.491 -0.534 0.357
N 1.64532 0.48637 -0.44232 0.147 -0.506 -0.129
C 1.68550 -0.62305 0.28327 -0.965 0.606 0.478
N 0.42486 -0.91286 0.60944 0.051 -0.414 0.298
H -2.39624 -0.05337 1.04869 0.077 0.108 -0.034
H -2.22183 1.01986 -0.36552 -0.086 0.060 0.118
H -2.34928 -0.71060 -0.57985 -0.049 -0.208 -0.108
H 0.11252 1.75429 -1.15278 -0.359 0.504 -0.403
H 2.43820 0.85730 -0.94217 0.098 0.265 0.175
H 2.50798 -1.07114 0.78372 0.728 -0.377 -0.296
H 0.21092 -1.69763 1.20498 -0.279 -0.019 0.054
```
Forces are in eV/Å.

The value obtained for the HOMO energy is -14.4 eV. As for the charge: +1. As for the SMILES: Cc1c[nH]c[nH+]1. The calculation puts the relative energy (zero: lowest compared OMol25 entry of this formula, charge and spin) at 16.4 kJ/mol. The frontier orbital gap comes out at 10.94 eV. The spin multiplicity is 1. As for the LUMO energy: -3.44 eV.

Mulliken atomic charge list, values in e, 8 entries:
1. C -1.095
2. C 0.474
3. C -0.357
4. N -0.031
5. C -0.208
6. N -0.030
7. H 0.355
8. H 0.313